# 1
A structure of composition C7H11N2 in a non-equilibrium geometry, computed with wB97M-V/def2-TZVPD.

XYZ file:
```
20
Properties=species:S:1:pos:R:3:forces:R:3
C 0.674 -2.146 1.050 -1.8 1.4 -1.7
C -0.295 -1.422 1.621 -0.1 0.3 -3.3
C 0.773 -2.379 -0.387 1.0 -0.4 -1.2
C -0.982 -0.515 0.624 -0.5 1.2 0.0
C -0.998 -1.007 -0.845 2.5 1.8 1.2
C -0.041 0.544 -0.080 -1.1 -5.7 -0.6
C 0.685 2.755 -0.237 1.5 0.5 0.9
N -0.016 -1.923 -1.299 -1.1 0.5 1.1
N -0.393 1.810 -0.607 -0.9 0.4 -0.8
H 1.210 -2.772 1.604 2.2 -2.7 2.3
H -0.713 -1.693 2.546 -0.2 0.4 1.3
H 1.517 -3.120 -0.793 -0.6 0.8 0.8
H -1.921 -0.055 0.999 0.5 -0.4 -0.4
H -1.811 -0.825 -1.563 0.4 0.4 0.6
H 1.010 0.209 -0.162 -0.8 0.6 -0.1
H 1.537 2.102 -0.484 0.2 1.1 -0.3
H 0.594 3.629 -0.912 0.3 -0.3 0.9
H 0.871 2.951 0.880 -1.2 -0.1 -1.7
H -0.347 1.852 -1.661 -0.6 -0.3 1.1
H -1.354 2.004 -0.295 0.3 0.6 -0.2
```
Forces are in eV/Å.

Properties
HOMO-LUMO gap in eV: 8.4531
Largest force on an atom in eV Å⁻¹: 5.81
ΔE to the lowest compared entry with this formula, charge and spin in eV: 5.135
Net charge: +1
Total energy in eV: -10406.584

=====

# 2
A structure of composition C45H50BrN2O2V in a non-equilibrium geometry, computed with wB97M-V/def2-TZVPD.

XYZ file:
```
101
Properties=species:S:1:pos:R:3:forces:R:3
V -0.389 -1.685 -0.366 -0.2 -1.7 -2.1
C 3.675 4.004 0.824 0.0 0.0 0.1
C 3.606 3.717 -0.685 0.0 -0.1 -0.1
C 5.003 3.900 -1.279 0.1 0.0 0.0
C 2.648 4.720 -1.355 0.0 0.0 0.0
C 3.059 2.307 -0.905 -0.2 0.0 0.1
C 1.864 1.961 -0.341 0.4 0.3 -0.1
C 1.362 0.669 -0.572 -0.9 -0.5 0.4
N 0.231 0.136 -0.143 0.7 1.7 0.2
C -0.604 0.722 0.838 -0.1 0.0 0.1
C -1.009 2.043 0.963 0.4 -0.1 -0.4
C -1.757 2.416 2.063 -0.2 0.0 0.3
C -2.041 1.435 3.019 -0.1 0.1 0.0
C -1.703 0.085 2.902 -0.1 -0.2 0.4
C -1.025 -0.261 1.752 0.3 -0.2 -1.0
O -0.770 -1.554 1.310 -0.4 0.7 2.5
C -1.975 -0.938 4.011 0.0 0.0 -0.1
C -2.748 -2.166 3.500 -0.1 0.0 0.1
C -0.609 -1.396 4.546 0.1 0.0 0.0
C -2.771 -0.329 5.161 -0.1 0.1 0.1
C -2.219 3.870 2.208 0.0 -0.1 0.0
C -3.046 4.267 0.977 -0.1 0.0 -0.1
C -0.985 4.781 2.303 0.1 0.0 0.0
C -3.078 4.072 3.458 0.0 0.0 0.0
C 2.178 -0.349 -1.261 0.2 -0.3 -0.2
O 1.758 -1.514 -1.208 -0.3 0.1 0.3
C 3.408 0.047 -1.923 0.1 0.1 0.0
C 3.777 1.336 -1.728 0.0 0.0 0.0
C 4.212 -0.965 -2.729 -0.1 -0.1 0.1
C 5.342 -0.290 -3.503 0.0 0.1 -0.1
C 3.300 -1.690 -3.738 0.0 0.0 0.0
C 4.829 -1.987 -1.756 0.0 0.0 0.0
H 4.081 5.005 0.982 0.0 -0.1 0.0
H 4.326 3.288 1.334 0.0 0.1 0.0
H 2.691 3.968 1.298 0.1 0.0 0.0
H 5.353 4.907 -1.047 0.0 0.0 0.0
H 5.008 3.799 -2.368 0.0 0.0 0.1
H 5.725 3.195 -0.859 0.0 0.0 0.0
H 3.035 5.734 -1.229 0.0 -0.1 0.0
H 1.649 4.681 -0.911 0.1 0.0 0.0
H 2.552 4.523 -2.427 0.0 0.0 0.1
H 1.316 2.656 0.273 0.0 0.0 0.0
H -0.765 2.762 0.188 0.0 -0.1 0.1
H -2.587 1.732 3.899 0.0 0.0 0.0
H -2.244 -2.669 2.675 0.0 0.0 0.1
H -3.761 -1.895 3.183 0.1 0.0 0.0
H -2.842 -2.883 4.319 0.0 0.0 0.0
H -0.041 -1.924 3.776 0.0 0.0 0.0
H -0.747 -2.077 5.390 0.0 0.0 0.0
H -0.016 -0.543 4.888 -0.1 0.0 0.0
H -3.742 0.050 4.829 0.1 0.0 0.0
H -2.229 0.480 5.658 0.0 0.0 0.0
H -2.955 -1.103 5.908 0.0 0.0 0.0
H -2.461 4.213 0.054 0.0 0.0 0.1
H -3.401 5.296 1.084 0.0 -0.1 0.0
H -3.917 3.615 0.866 0.0 0.0 0.0
H -0.384 4.739 1.388 0.0 0.0 0.1
H -0.349 4.493 3.144 0.0 0.0 0.0
H -1.292 5.820 2.449 0.0 -0.1 0.0
H -3.968 3.436 3.445 0.1 0.1 0.0
H -3.413 5.110 3.500 0.0 -0.1 0.0
H -2.519 3.871 4.378 0.0 0.0 -0.1
H 4.691 1.671 -2.195 0.0 0.0 0.0
H 4.967 0.480 -4.185 0.0 -0.1 0.0
H 5.851 -1.045 -4.103 0.0 0.0 0.0
H 6.089 0.157 -2.843 0.0 0.0 0.0
H 2.776 -0.978 -4.384 0.1 0.0 0.0
H 2.563 -2.324 -3.243 0.1 0.1 -0.1
H 3.913 -2.330 -4.377 0.0 0.0 0.0
H 5.538 -1.503 -1.079 0.0 0.0 0.0
H 5.367 -2.751 -2.322 0.0 0.1 0.0
H 4.068 -2.487 -1.156 0.0 0.0 0.0
Br -0.315 -1.644 -3.025 0.2 0.0 -0.3
C -2.169 -1.676 -3.354 0.1 0.0 0.2
C -2.620 -1.758 -4.629 -0.2 0.0 -0.3
C -4.017 -1.780 -4.842 0.1 0.0 -0.1
C -4.862 -1.717 -3.776 0.0 0.0 0.1
C -4.371 -1.628 -2.447 -0.1 0.0 0.0
C -5.262 -1.557 -1.348 0.0 0.0 -0.1
C -4.775 -1.463 -0.082 0.1 0.0 0.1
C -3.379 -1.443 0.148 0.0 0.0 -0.1
C -2.447 -1.517 -0.865 0.1 0.0 -0.2
C -2.974 -1.607 -2.203 -0.1 0.1 0.2
H -1.930 -1.808 -5.462 -0.1 0.0 0.1
H -4.401 -1.848 -5.852 0.0 0.0 0.1
H -5.936 -1.737 -3.928 0.1 0.0 0.0
H -6.330 -1.582 -1.537 0.1 0.0 0.0
H -5.452 -1.412 0.764 0.1 0.0 -0.1
H -3.070 -1.384 1.180 0.0 0.0 -0.1
N 0.348 -8.989 -0.567 0.0 0.2 0.0
C 0.312 -7.840 -0.522 0.0 0.2 0.0
C 0.266 -6.391 -0.465 0.0 -0.4 0.0
C -0.919 -5.753 -0.124 -0.1 0.0 0.1
C -0.965 -4.367 -0.073 0.2 0.1 -0.1
C 0.172 -3.609 -0.395 0.2 -0.3 -0.1
C 1.359 -4.265 -0.726 -0.3 0.0 0.1
C 1.408 -5.649 -0.751 0.1 0.0 0.0
H -1.797 -6.340 0.113 0.0 0.0 0.0
H -1.897 -3.900 0.217 0.0 0.1 0.0
H 2.247 -3.706 -0.973 0.1 0.0 0.0
H 2.327 -6.160 -1.004 0.0 0.0 0.0
```
Forces are in eV/Å.

Properties
Multiplicity: 2
HOMO-LUMO gap (spin up / spin down) in eV: 5.3618 / 5.4406
Largest force on an atom in eV Å⁻¹: 2.71
ΔE to the lowest compared entry with this formula, charge and spin in eV: 0.703
Net charge: +1
Total energy in eV: -150275.986

=====

# 3
A structure of composition C39H49GeNO5PdTe, computed with wB97M-V/def2-TZVPD.

XYZ file:
```
97
Properties=species:S:1:pos:R:3:forces:R:3
Pd 1.175 -0.768 0.689 0.3 0.7 -0.5
C 3.748 0.392 1.827 0.0 0.0 0.0
O 3.226 -0.889 1.449 0.0 0.0 -0.2
C 4.277 -1.771 1.034 0.0 0.0 -0.1
C 3.726 -3.058 0.492 -0.2 0.1 0.0
O 2.888 -2.763 -0.612 0.1 0.0 0.0
C 2.325 -3.946 -1.153 -0.1 0.1 0.0
C 1.431 -3.588 -2.309 -0.1 0.1 0.1
O 0.409 -2.739 -1.833 0.0 0.1 0.0
C -0.618 -2.526 -2.763 0.1 -0.1 0.1
H 4.492 0.268 2.614 0.0 0.0 0.0
H 4.209 0.886 0.969 0.0 0.0 -0.1
H 2.922 0.987 2.200 -0.1 0.0 0.0
H 4.878 -1.277 0.264 0.0 0.1 0.0
H 4.909 -1.974 1.901 0.1 0.0 0.0
H 4.565 -3.683 0.170 0.0 0.0 0.1
H 3.163 -3.591 1.263 -0.1 -0.1 0.0
H 3.123 -4.614 -1.493 0.0 -0.1 0.0
H 1.735 -4.458 -0.386 0.0 -0.1 0.0
H 2.008 -3.082 -3.097 0.0 0.0 0.0
H 1.001 -4.509 -2.722 0.0 0.0 0.0
H -1.109 -3.471 -3.025 -0.1 0.0 0.0
H -1.338 -1.849 -2.307 0.0 0.0 0.0
H -0.224 -2.064 -3.688 0.0 0.1 0.1
C -2.612 4.950 0.906 0.1 -0.1 0.0
C -2.033 3.557 0.861 -0.1 0.1 0.0
C -2.595 2.504 1.575 0.0 0.0 0.1
C -2.085 1.211 1.549 0.2 -0.4 -0.2
C -2.622 0.148 2.479 0.1 0.0 0.0
O -2.222 -1.001 2.464 0.1 0.1 -0.2
C -3.662 0.513 3.498 0.0 0.1 0.0
C -3.516 1.566 4.400 0.0 -0.1 0.0
C -4.494 1.807 5.353 0.0 0.0 0.0
C -5.628 1.009 5.406 0.0 0.0 0.0
C -5.765 -0.058 4.529 0.0 0.0 0.0
C -4.778 -0.315 3.590 -0.1 0.0 -0.1
C -1.012 0.917 0.651 0.0 0.4 0.2
O -0.692 -0.333 0.392 0.1 -0.3 -0.2
C -0.355 2.006 0.007 -0.1 -0.2 0.0
C -0.895 3.293 0.126 0.2 0.0 -0.1
C 0.843 1.791 -0.819 0.0 0.0 0.0
N 1.572 0.729 -0.723 0.0 -0.2 0.0
C 2.673 0.459 -1.679 -0.1 -0.1 0.0
C 2.187 0.050 -3.026 0.0 -0.1 0.0
Te -0.125 -1.950 -6.682 -0.3 0.2 0.0
C -1.689 -0.649 -6.375 0.2 -0.2 0.0
C -2.723 -1.018 -5.501 0.0 -0.1 0.0
C -3.779 -0.150 -5.316 0.0 0.0 0.0
C -3.814 1.062 -6.005 0.0 0.0 0.0
C -2.784 1.421 -6.873 0.0 0.0 0.0
C -1.710 0.574 -7.061 0.1 0.0 -0.1
C 1.234 2.893 -1.753 -0.1 0.0 0.0
C 0.463 3.199 -2.869 0.0 -0.1 0.0
C 0.815 4.262 -3.686 0.0 0.0 0.0
C 1.928 5.036 -3.386 0.0 0.0 0.0
C 2.691 4.742 -2.264 0.0 0.0 0.0
C 2.347 3.671 -1.451 0.0 0.0 0.0
H -3.540 4.980 1.476 0.0 0.0 0.0
H -2.821 5.314 -0.102 0.0 0.0 0.0
H -1.910 5.653 1.362 0.0 0.0 0.0
H -3.462 2.708 2.185 0.0 0.0 0.0
H -2.616 2.170 4.394 0.0 0.0 -0.1
H -4.367 2.618 6.060 0.0 0.0 0.0
H -6.399 1.212 6.138 0.0 0.0 0.0
H -6.635 -0.699 4.585 0.0 0.0 0.0
H -4.870 -1.157 2.915 0.0 0.0 0.0
H -0.406 4.118 -0.377 0.0 0.0 0.0
H 3.271 -0.346 -1.256 0.0 0.0 0.0
H 3.312 1.342 -1.755 0.1 0.1 0.0
H 2.673 -0.759 -3.558 0.0 0.1 0.1
H 1.417 0.627 -3.523 0.1 0.0 0.0
H -2.709 -1.975 -4.991 0.0 0.1 0.0
H -4.581 -0.423 -4.643 0.0 0.0 0.0
H -4.657 1.728 -5.872 0.0 0.0 0.0
H -2.826 2.358 -7.413 0.0 0.0 0.0
H -0.907 0.852 -7.734 -0.1 0.0 0.0
H -0.421 2.609 -3.088 0.0 0.0 0.0
H 0.207 4.502 -4.550 0.0 0.0 0.0
H 2.196 5.874 -4.017 0.0 0.0 0.0
H 3.549 5.353 -2.012 0.0 0.0 0.0
H 2.931 3.456 -0.563 0.0 0.0 0.0
C -0.180 -3.023 4.981 0.1 0.0 -0.1
Ge 1.423 -2.832 3.868 0.1 -0.2 0.2
C 2.245 -4.601 3.662 0.0 0.1 -0.1
C 2.638 -1.537 4.686 0.0 -0.1 -0.1
C 0.692 -2.161 2.179 -0.3 -0.1 0.4
H 0.134 -3.353 5.973 -0.1 0.0 0.0
H -0.851 -3.769 4.555 0.0 0.0 0.0
H -0.718 -2.078 5.069 0.0 -0.1 0.0
H 2.107 -5.149 4.594 0.0 0.0 0.0
H 3.316 -4.539 3.462 0.0 0.0 0.0
H 1.763 -5.167 2.863 0.0 0.0 0.0
H 2.822 -1.845 5.716 0.0 0.0 0.0
H 2.188 -0.543 4.706 0.0 0.0 0.0
H 3.601 -1.485 4.175 -0.1 0.0 0.0
H 0.405 -1.072 2.312 -0.3 -0.3 0.5
H -0.096 -2.768 1.741 0.0 0.1 -0.2
```
Forces are in eV/Å.

Properties
Multiplicity: 5
HOMO-LUMO gap (spin up / spin down) in eV: 7.2949 / 3.3400
Largest force on an atom in eV Å⁻¹: 0.94
ΔE to the lowest compared entry with this formula, charge and spin in eV: 2.235
Net charge: +2
Total energy in eV: -120233.261

=====

# 4
A structure of composition C3O2Yb in a non-equilibrium geometry, computed with wB97M-V/def2-TZVPD.

XYZ file:
```
6
Properties=species:S:1:pos:R:3:forces:R:3
O -0.035 -1.180 -0.049 0.4 -0.2 -0.2
C -2.033 -0.515 0.016 3.0 4.3 -0.1
C -1.563 0.695 0.003 -0.6 -4.5 0.0
O -0.183 0.980 -0.041 -0.4 1.3 -0.1
C 0.622 -0.117 -0.091 -1.8 -0.9 0.4
Yb 3.193 0.138 0.162 -0.5 -0.1 -0.1
```
Forces are in eV/Å.

Properties
Multiplicity: 3
HOMO-LUMO gap (spin up / spin down) in eV: 6.1902 / 5.4200
Largest force on an atom in eV Å⁻¹: 5.23
Net charge: 0
Total energy in eV: -38724.934

=====

Question: The highest net charge belongs to which entry?
Answer: C39H49GeNO5PdTe

=====

Question: Look up the total energy of the second one.
Answer: -150275.986 eV